(1)
DFT (wB97M-V/def2-TZVPD) results for a cluster of 7 separate species, C17H41F3NO17S4 in total in a non-equilibrium geometry.

Geometry as ORCA input:
```
! RIJCOSX wB97M-V def2-TZVPD def2/J DEFGRID3
* xyz -1 1
N -0.488 -0.772 0.639
H -0.992 0.003 1.081
H 0.513 -0.672 0.544
H -0.988 -0.960 -0.222
H -0.586 -1.651 1.251
C -0.774 -2.948 2.764
O -0.827 -3.264 1.484
O -1.252 -3.687 3.671
O -0.215 -1.775 3.060
O -2.317 1.148 1.598
S -2.953 1.212 2.887
O -3.620 0.108 3.457
O -1.888 1.706 3.955
C -0.532 1.216 3.843
C 0.287 1.931 4.891
C -3.998 2.640 3.028
H -0.131 1.353 2.842
H -0.574 0.147 4.077
H 0.225 1.462 5.871
H 0.049 2.997 4.862
H 1.349 1.867 4.644
H -4.089 2.819 4.095
H -4.967 2.485 2.566
H -3.457 3.472 2.579
O 1.388 1.575 -1.325
S 2.334 0.580 -1.721
O 2.184 -0.789 -1.377
O 2.663 0.713 -3.283
C 2.587 2.036 -3.874
C 1.176 2.369 -4.307
C 3.968 1.017 -1.139
H 3.158 1.889 -4.794
H 3.099 2.752 -3.234
H 0.784 1.572 -4.945
H 1.205 3.250 -4.952
H 0.480 2.460 -3.476
H 3.959 1.007 -0.056
H 4.309 1.976 -1.515
H 4.569 0.183 -1.491
O -1.458 -1.198 -1.996
S -1.669 -2.466 -2.623
O -2.583 -2.607 -3.712
O -0.259 -2.934 -3.234
C 0.301 -2.127 -4.263
C 1.681 -2.642 -4.615
C -1.811 -3.772 -1.426
H 0.339 -1.085 -3.915
H -0.324 -2.066 -5.162
H 2.348 -2.680 -3.761
H 2.044 -2.000 -5.422
H 1.548 -3.616 -5.093
H -2.214 -4.633 -1.951
H -2.414 -3.404 -0.599
H -0.797 -4.007 -1.116
O 1.867 0.041 1.638
S 3.058 -0.423 2.261
O 4.219 -0.752 1.483
O 3.477 0.640 3.373
C 4.833 0.502 3.882
C 4.878 1.210 5.206
C 2.596 -1.858 3.186
H 5.454 0.995 3.132
H 5.171 -0.531 3.939
H 4.262 0.672 5.923
H 4.546 2.243 5.126
H 5.923 1.230 5.523
H 1.646 -1.599 3.673
H 3.343 -2.183 3.908
H 2.420 -2.648 2.459
C -2.341 1.948 -3.111
C -3.206 1.533 -1.942
O -4.427 0.958 -2.461
C -4.853 -0.186 -1.962
O -4.298 -0.831 -1.133
C -6.255 -0.548 -2.487
F -7.175 -0.275 -1.551
F -6.600 0.133 -3.584
F -6.293 -1.849 -2.770
H -2.952 2.435 -3.873
H -1.825 1.096 -3.543
H -1.663 2.719 -2.738
H -3.475 2.366 -1.296
H -2.697 0.775 -1.352
*
```

## Properties
relative energy (zero: lowest compared OMol25 entry of this formula, charge and spin) = 0.0 kcal/mol
gap between HOMO and LUMO = 4.475 eV
max |F| = 2.619 eV Å⁻¹
E_HOMO = -2.58 eV
electronic energy = -3898.54388 a.u.



(2)
DFT (wB97M-V/def2-TZVPD) results for a cluster of 5 separate species, C17H42BrNO6 in total in a non-equilibrium geometry.

Geometry as ORCA input:
```
! RIJCOSX wB97M-V def2-TZVPD def2/J DEFGRID3
* xyz 0 1
C -1.369 -2.290 3.608
O 0.061 -2.045 3.355
C 0.483 -0.701 3.781
C 0.696 -0.800 5.437
N -0.442 -0.188 6.223
C 1.946 -0.228 3.183
C 2.123 -0.440 1.567
O 3.323 -0.923 1.141
Br 0.770 -0.012 0.152
H -1.810 -1.669 4.519
H -1.592 -3.429 3.881
H -2.044 -2.002 2.679
H -0.385 0.056 3.516
H 0.903 -1.930 5.658
H 1.691 -0.214 5.726
H -0.014 0.405 6.982
H -1.018 0.423 5.570
H 2.104 0.902 3.529
H 2.777 -0.880 3.733
C -4.312 0.256 -0.293
C -3.902 0.900 1.022
C -3.843 2.415 0.903
O -2.623 0.407 1.410
H -3.589 0.485 -1.084
H -4.338 -0.834 -0.196
H -5.300 0.604 -0.611
H -4.613 0.620 1.807
H -3.103 2.720 0.154
H -3.535 2.864 1.853
H -4.817 2.827 0.620
H -1.985 0.651 0.720
C -1.993 4.419 4.692
C -1.878 5.213 3.400
C -1.423 6.639 3.664
O -3.144 5.235 2.746
H -2.731 4.870 5.365
H -2.333 3.399 4.488
H -1.031 4.371 5.212
H -1.169 4.719 2.727
H -2.141 7.169 4.300
H -1.357 7.202 2.727
H -0.444 6.657 4.153
H -3.780 5.672 3.337
C 1.251 -1.998 -4.218
C 0.137 -1.095 -4.724
C 0.600 0.348 -4.833
O -0.972 -1.169 -3.832
H 1.579 -1.692 -3.218
H 0.899 -3.032 -4.132
H 2.113 -1.976 -4.891
H -0.206 -1.447 -5.703
H 0.905 0.737 -3.855
H -0.216 0.988 -5.187
H 1.443 0.441 -5.525
H -0.677 -0.859 -2.960
C 4.564 -4.798 -7.437
C 4.508 -3.837 -6.260
C 5.068 -4.473 -4.998
O 3.156 -3.447 -6.033
H 3.965 -5.694 -7.240
H 4.146 -4.331 -8.336
H 5.593 -5.104 -7.648
H 5.075 -2.930 -6.498
H 4.487 -5.358 -4.714
H 5.010 -3.774 -4.157
H 6.112 -4.770 -5.136
H 2.645 -4.246 -5.821
*
```

## Properties
structure (SMILES) = CO[C@@H](CN)CC(=O)Br.CC(C)O.CC(C)O.CC(C)O.CC(C)O
gap between HOMO and LUMO = 9.400 eV
max |F| = 9.437 eV Å⁻¹
E_HOMO = -9.56 eV
electronic energy = -3752.96851 a.u.



(3)
DFT (wB97M-V/def2-TZVPD) results for a structure of composition C17H42FNO9Sr2 in a non-equilibrium geometry.

Geometry as ORCA input:
```
! RIJCOSX wB97M-V def2-TZVPD def2/J DEFGRID3
* xyz 2 1
Sr 0.909 1.775 0.043
Sr 0.692 0.186 -4.029
C -1.732 3.746 0.916
C -2.674 2.551 1.139
C -3.459 2.375 -0.181
C -4.249 1.049 -0.217
C -3.242 -0.085 -0.089
C -2.455 -0.031 1.218
N -1.867 1.311 1.290
O -0.758 1.395 2.138
C -1.345 -1.097 1.228
C -3.418 -0.487 2.337
C -3.622 2.849 2.281
H -0.795 3.551 0.398
H -1.543 4.197 1.891
H -2.237 4.540 0.361
H -2.816 2.467 -1.061
H -4.280 3.088 -0.327
H -4.770 1.009 -1.177
H -5.010 0.979 0.556
H -2.527 -0.170 -0.919
H -3.889 -0.971 -0.137
H -0.720 -0.982 2.116
H -0.747 -1.078 0.312
H -1.763 -2.086 1.415
H -3.008 -0.280 3.328
H -3.622 -1.557 2.339
H -4.398 -0.015 2.258
H -3.851 3.912 2.397
H -3.200 2.549 3.240
H -4.586 2.380 2.088
F 0.927 -0.370 -1.525
C 5.539 1.066 -0.975
C 4.393 1.921 -0.487
O 3.100 1.595 -1.070
O 5.428 -0.271 -0.534
H 6.494 1.443 -0.616
H 5.626 1.146 -2.068
H 4.443 2.987 -0.753
H 4.410 2.010 0.602
H 3.196 1.358 -1.994
H 4.533 -0.631 -0.616
C 1.095 -3.668 -0.240
C 2.591 -3.364 -0.372
O 2.799 -1.960 -0.198
O 0.353 -3.076 -1.299
H 0.764 -3.411 0.769
H 0.980 -4.747 -0.364
H 2.829 -3.683 -1.393
H 3.196 -3.937 0.325
H 2.311 -1.501 -0.898
H 0.305 -2.130 -1.073
C -1.126 -2.594 -4.519
C -2.234 -1.669 -3.994
O -1.835 -0.253 -4.057
O 0.160 -2.335 -3.945
H -1.095 -2.658 -5.610
H -1.339 -3.649 -4.322
H -2.495 -1.849 -2.952
H -3.117 -1.703 -4.630
H -2.534 0.389 -4.211
H 0.195 -2.703 -3.027
C 2.457 -0.243 2.900
C 3.504 0.630 3.583
O 4.779 0.489 3.010
O 2.262 0.082 1.531
H 1.600 -0.164 3.582
H 2.649 -1.312 3.016
H 3.480 0.427 4.656
H 3.199 1.688 3.554
H 4.718 0.293 2.071
H 2.441 -0.712 0.992
*
```

## Properties
gap between HOMO and LUMO = 2.795 eV
max |F| = 3.599 eV Å⁻¹
E_HOMO = -10.86 eV
electronic energy = -1565.61761 a.u.



(4)
DFT (wB97M-V/def2-TZVPD) results for a cluster of 8 separate species, C17H43Cl8N6O7P in total in a non-equilibrium geometry.

Geometry as ORCA input:
```
! RIJCOSX wB97M-V def2-TZVPD def2/J DEFGRID3
* xyz 0 1
C 5.772 -0.828 2.944
N 4.384 -0.536 3.332
C 3.441 -1.466 2.894
P 3.910 0.984 3.955
O 2.442 0.926 4.355
N 5.023 1.194 5.269
C 5.579 2.536 5.565
C 5.032 0.346 6.466
N 4.386 2.030 2.673
C 3.327 2.824 1.999
C 5.706 2.402 2.322
H 6.474 -0.220 3.514
H 5.953 -0.517 1.915
H 6.032 -1.886 2.910
H 2.805 -0.980 2.155
H 2.814 -1.765 3.734
H 3.854 -2.345 2.400
H 6.632 2.633 5.301
H 5.013 3.325 5.070
H 5.530 2.713 6.640
H 4.135 0.291 7.082
H 5.224 -0.691 6.192
H 5.810 0.674 7.155
H 3.623 3.034 0.971
H 2.412 2.283 1.758
H 3.229 3.790 2.493
H 6.442 1.858 2.913
H 5.852 3.477 2.427
H 5.824 2.131 1.272
C -0.681 6.928 -3.894
N -1.849 7.670 -4.248
O -2.906 7.053 -4.335
O -1.715 8.846 -4.542
H -0.080 7.636 -3.325
H -0.124 6.621 -4.779
H -0.844 6.033 -3.294
C -1.794 -2.274 -7.753
N -2.027 -2.896 -9.087
O -2.292 -4.146 -9.096
O -1.953 -2.119 -10.038
H -1.908 -1.192 -7.816
H -0.777 -2.445 -7.400
H -2.484 -2.606 -6.977
C -7.251 -5.441 -4.950
N -6.881 -6.627 -5.781
O -5.882 -7.321 -5.489
O -7.643 -6.828 -6.748
H -7.464 -5.773 -3.934
H -8.175 -5.038 -5.364
H -6.415 -4.745 -5.023
Cl 5.547 -5.092 -5.265
C 6.430 -3.933 -4.323
C 5.774 -2.486 -4.425
Cl 4.280 -2.368 -3.399
H 7.392 -4.046 -4.823
H 6.558 -4.275 -3.296
H 5.526 -2.266 -5.463
H 6.384 -1.764 -3.881
Cl -6.738 -6.311 2.840
C -8.160 -5.675 3.767
C -8.000 -6.012 5.310
Cl -6.575 -5.157 6.020
H -8.984 -6.173 3.256
H -8.279 -4.601 3.629
H -7.899 -7.096 5.370
H -8.957 -5.824 5.797
Cl -3.969 6.298 1.124
C -3.152 7.070 2.491
C -3.768 8.438 2.791
Cl -3.693 9.504 1.430
H -2.081 7.044 2.290
H -3.324 6.424 3.353
H -3.219 8.981 3.561
H -4.800 8.154 2.997
Cl -2.565 0.416 -2.081
C -2.322 -0.393 -0.550
C -3.163 -1.626 -0.437
Cl -2.502 -2.941 -1.514
H -2.484 0.344 0.237
H -1.280 -0.707 -0.489
H -4.212 -1.494 -0.704
H -3.282 -1.988 0.584
*
```

## Properties
structure (SMILES) = CN(C)P(=O)(N(C)C)N(C)C.C[N+](=O)[O-].C[N+](=O)[O-].C[N+](=O)[O-].ClCCCl.ClCCCl.ClCCCl.ClCCCl
relative energy (zero: lowest compared OMol25 entry of this formula, charge and spin) = 72.8 kcal/mol
gap between HOMO and LUMO = 8.296 eV
max |F| = 4.025 eV Å⁻¹
E_HOMO = -8.31 eV
electronic energy = -5551.30312 a.u.



(5)
DFT (wB97M-V/def2-TZVPD) results for a cluster of 7 separate species, C17H43FN10O8S in total in a non-equilibrium geometry.

Geometry as ORCA input:
```
! RIJCOSX wB97M-V def2-TZVPD def2/J DEFGRID3
* xyz 0 1
C 0.071 3.058 0.078
C 0.515 3.126 -1.237
C -0.142 2.412 -2.479
N 0.067 0.940 -2.536
C 1.466 0.525 -2.230
C 1.895 -0.626 -3.293
N 1.561 -0.213 -4.663
N 1.421 -1.963 -2.941
N 3.402 -0.674 -3.210
S -1.103 0.065 -1.646
O -2.031 -0.540 -2.655
O -0.554 -1.031 -0.810
F -2.049 1.016 -0.676
H -1.009 3.004 0.393
H 0.876 3.120 0.888
H 1.426 3.764 -1.449
H 0.263 2.849 -3.445
H -1.247 2.660 -2.469
H 1.634 0.171 -1.177
H 2.215 1.361 -2.407
H 2.240 -0.705 -5.257
H 1.725 0.792 -4.793
H 1.536 -2.152 -1.946
H 0.450 -2.074 -3.247
H 3.628 -0.934 -2.241
H 3.780 0.267 -3.370
C -2.205 -3.470 -7.101
C -1.831 -2.988 -5.727
N -2.820 -2.377 -5.028
O -0.714 -3.127 -5.252
H -2.054 -4.549 -7.153
H -1.569 -2.976 -7.837
H -3.250 -3.247 -7.333
H -3.752 -2.243 -5.382
H -2.596 -2.044 -4.103
C 3.579 1.534 3.243
C 2.740 2.709 3.656
N 2.788 3.042 4.970
O 2.047 3.342 2.871
H 4.301 1.861 2.492
H 2.933 0.768 2.821
H 4.121 1.107 4.085
H 3.341 2.550 5.648
H 2.233 3.826 5.273
C 1.505 7.478 3.574
C 1.903 7.533 2.123
N 2.001 6.336 1.490
O 2.126 8.579 1.537
H 0.578 8.035 3.710
H 2.294 7.929 4.176
H 1.350 6.452 3.914
H 1.825 5.450 1.937
H 2.265 6.346 0.519
C 2.046 -1.845 6.535
C 2.443 -1.795 5.085
N 2.536 -2.993 4.451
O 2.672 -0.750 4.492
H 1.123 -1.285 6.671
H 2.838 -1.396 7.136
H 1.887 -2.865 6.876
H 2.357 -3.874 4.897
H 2.800 -2.986 3.478
C -5.920 -2.816 -9.659
C -6.013 -2.582 -8.176
N -7.261 -2.621 -7.642
O -5.036 -2.370 -7.477
H -5.295 -3.690 -9.843
H -5.471 -1.941 -10.129
H -6.901 -2.988 -10.106
H -8.091 -2.792 -8.180
H -7.348 -2.467 -6.651
C -0.684 -4.381 10.022
C -0.507 -3.246 9.050
N -1.650 -2.673 8.589
O 0.587 -2.848 8.687
H -0.195 -4.125 10.961
H -0.226 -5.279 9.606
H -1.737 -4.587 10.221
H -2.571 -2.968 8.862
H -1.559 -1.910 7.938
*
```

## Properties
structure (SMILES) = C=CCN(CC(N)(N)N)S(=O)(=O)F.CC(N)=O.CC(N)=O.CC(N)=O.CC(N)=O.CC(N)=O.CC(N)=O
gap between HOMO and LUMO = 9.019 eV
max |F| = 6.496 eV Å⁻¹
E_HOMO = -8.63 eV
electronic energy = -2321.11527 a.u.



(6)
DFT (wB97M-V/def2-TZVPD) results for a cluster of 3 separate species, C17H44BFN4O6P in total in a non-equilibrium geometry.

Geometry as ORCA input:
```
! RIJCOSX wB97M-V def2-TZVPD def2/J DEFGRID3
* xyz -1 1
C -7.826 -0.860 2.575
N -7.795 -1.872 1.448
C -6.447 -1.923 0.749
C -5.173 -2.164 1.781
O -4.567 -0.807 1.993
B -3.444 -0.645 1.003
C -2.184 0.353 1.429
O -3.094 -1.965 0.369
C -3.821 -2.909 1.232
F -2.952 -2.916 2.462
P -3.852 -4.759 0.763
N -5.307 -5.346 0.365
H -8.947 -0.481 2.731
H -7.171 0.095 2.373
H -7.548 -1.404 3.601
H -8.450 -1.464 0.715
H -6.523 -2.822 -0.033
H -6.337 -0.876 0.187
H -5.551 -2.716 2.767
H -3.989 -0.112 0.079
H -1.257 -0.219 1.863
H -2.607 1.043 2.295
H -1.809 1.035 0.539
H -3.338 -5.500 1.920
H -2.900 -4.914 -0.345
H -5.480 -6.113 1.068
C 5.115 -1.388 4.096
O 5.329 -0.933 2.765
C 5.330 -1.992 1.800
C 4.082 -1.912 0.907
N 2.869 -2.267 1.652
C 1.625 -1.951 0.941
C 1.344 -0.469 0.625
O 1.095 0.334 1.782
C 2.264 0.820 2.423
H 5.303 -0.554 4.775
H 4.083 -1.718 4.235
H 5.805 -2.200 4.350
H 5.430 -2.979 2.266
H 6.214 -1.836 1.170
H 4.198 -2.599 0.061
H 4.020 -0.892 0.515
H 2.865 -1.765 2.537
H 0.806 -2.324 1.568
H 1.592 -2.530 0.009
H 0.418 -0.434 0.038
H 2.112 -0.015 -0.008
H 3.080 1.016 1.721
H 2.584 0.121 3.199
H 2.012 1.760 2.923
C 3.306 0.825 -2.587
O 2.024 1.353 -2.269
C 2.079 2.458 -1.358
C 1.693 3.765 -2.069
N 2.732 4.184 -3.017
C 2.310 5.263 -3.917
C 1.143 4.970 -4.880
O 1.453 4.008 -5.892
C 1.295 2.657 -5.486
H 3.162 -0.108 -3.136
H 3.865 1.514 -3.223
H 3.877 0.606 -1.679
H 3.053 2.540 -0.863
H 1.331 2.256 -0.581
H 1.550 4.554 -1.321
H 0.739 3.597 -2.577
H 3.002 3.384 -3.585
H 3.188 5.525 -4.519
H 2.068 6.150 -3.317
H 0.927 5.902 -5.417
H 0.217 4.706 -4.360
H 0.487 2.526 -4.761
H 2.237 2.273 -5.087
H 1.058 2.061 -6.373
*
```

## Properties
gap between HOMO and LUMO = 6.230 eV
max |F| = 5.216 eV Å⁻¹
E_HOMO = -3.90 eV
electronic energy = -1810.49720 a.u.